Formula: C8H15NO5S
Source: OMol25
Level of theory: the ωB97M-V functional and the def2-TZVPD basis

Output
Energy above the lowest of the compared OMol25 structures with the same formula, charge and spin ... 0.0 kcal/mol
F_max ... 1.15 eV/A

Each line ends with the Mulliken charge.
Cartesian coordinates (Å):
C1 -0.877 -0.274 -1.172  -0.598
C2 -1.765 0.324 -0.114  0.551
O1 -2.941 0.187 -0.055  -0.556
O2 -1.065 0.973 0.865  -0.303
C3 -0.963 2.407 0.742  -0.629
C4 0.397 2.831 0.215  -0.361
C5 1.593 2.363 1.041  -0.831
C6 1.954 0.887 0.959  -0.267
O3 2.650 0.721 -0.308  -0.239
S1 3.131 -0.728 -0.761  0.496
O4 3.736 -1.409 0.370  -0.527
O5 1.604 -1.324 -0.920  -0.444
H1 -0.043 0.388 -1.421  0.149
H2 -1.471 -0.520 -2.056  0.431
H3 -0.448 -1.198 -0.765  0.079
H4 -1.772 2.782 0.101  0.334
H5 -1.124 2.809 1.751  0.357
H6 0.388 3.932 0.215  0.344
H7 0.514 2.529 -0.835  0.212
H8 1.429 2.614 2.099  0.407
H9 2.479 2.927 0.722  0.367
H10 2.624 0.594 1.774  0.372
H11 1.075 0.238 0.966  0.275
H12 1.633 -2.084 -1.523  0.318
C7 -2.509 -3.626 -0.013  -0.803
C8 -1.371 -3.758 -0.913  0.461
N1 -0.465 -3.821 -1.615  -0.459
H13 -2.184 -3.190 0.931  0.256
H14 -3.259 -2.973 -0.457  0.262
H15 -2.950 -4.602 0.181  0.344

---

Formula: C3H5N3O
Source: OMol25
Level of theory: the ωB97M-V functional and the def2-TZVPD basis

Output
SMILES ... CC1=NN=CNO1
Energy above the lowest of the compared OMol25 structures with the same formula, charge and spin ... 148.2 kcal/mol
F_max ... 10.20 eV/A

Each line ends with the Mulliken charge.
Cartesian coordinates (Å):
C1 -0.351 -1.045 1.752  -0.913
C2 -0.382 -0.369 0.462  0.615
N1 -1.315 0.403 0.037  -0.288
N2 -1.145 1.140 -1.212  -0.481
C3 0.019 1.164 -1.916  -0.062
N3 0.890 0.228 -1.500  -0.251
O1 0.948 -0.300 -0.151  -0.248
H1 0.264 -0.241 2.308  0.235
H2 -1.256 -1.007 2.508  0.310
H3 0.162 -1.984 2.023  0.320
H4 0.107 1.638 -2.791  0.465
H5 2.059 0.372 -1.520  0.300

---

Formula: C60H98BN14O8
Source: OMol25
Level of theory: the ωB97M-V functional and the def2-TZVPD basis

Output
Charge ... -1
F_max ... 4.50 eV/A

Each line ends with the Mulliken charge.
Cartesian coordinates (Å):
O1 14.182 19.164 13.168  0.167
C1 14.521 18.379 14.038  0.349
O2 15.121 17.231 13.874  0.090
B1 14.966 16.428 15.094  -0.407
O3 14.421 17.386 16.129  0.095
C2 14.126 18.526 15.549  -0.395
O4 13.694 19.510 16.054  -1.005
O5 16.152 15.755 15.577  -0.226
C3 15.941 14.438 15.675  0.101
O6 16.682 13.713 16.185  0.288
C4 14.482 14.161 15.135  -0.104
O7 14.029 15.324 14.695  0.222
O8 13.866 13.127 15.088  -0.790
C5 15.748 24.220 14.530  -1.886
C6 15.375 22.761 14.892  1.187
C7 13.882 22.619 15.137  1.658
C8 13.329 23.588 16.147  -0.163
N1 12.967 24.479 16.772  -0.598
H1 15.146 24.483 13.691  0.397
H2 16.779 24.365 14.323  0.473
H3 15.460 24.841 15.380  0.499
H4 15.997 22.456 15.751  -0.082
H5 15.675 22.117 14.072  -0.633
H6 13.615 21.551 15.374  -1.036
H7 13.262 22.808 14.209  0.350
C9 17.825 19.609 12.902  -0.309
C10 18.506 20.774 13.471  -0.469
C11 18.676 21.934 12.509  0.000
C12 19.097 21.531 11.164  0.040
N2 19.342 21.031 10.151  -0.618
H8 18.264 19.066 12.105  0.734
H9 16.801 19.897 12.544  -0.237
H10 17.713 18.924 13.740  -0.043
H11 19.486 20.496 13.869  0.578
H12 17.980 21.193 14.289  -0.130
H13 19.452 22.642 12.879  0.513
H14 17.736 22.442 12.402  -0.117
C13 18.855 11.071 14.310  -1.160
C14 17.431 10.514 14.346  1.000
C15 17.153 9.231 13.533  -0.578
C16 18.034 8.160 13.982  0.180
N3 18.746 7.335 14.361  -0.473
H15 18.981 11.875 15.047  0.026
H16 19.138 11.570 13.369  0.356
H17 19.570 10.278 14.532  0.432
H18 16.728 11.286 14.006  0.045
H19 17.208 10.373 15.410  -0.479
H20 17.359 9.282 12.447  0.385
H21 16.075 9.003 13.580  0.279
C17 14.141 8.003 17.698  -1.187
C18 14.144 8.897 16.471  -0.607
C19 14.759 10.290 16.809  1.354
C20 13.802 11.003 17.632  0.011
N4 13.077 11.674 18.268  -0.679
H22 15.145 7.899 18.091  0.305
H23 13.742 7.040 17.348  0.408
H24 13.443 8.341 18.495  0.285
H25 13.146 9.070 16.077  0.416
H26 14.767 8.537 15.668  0.275
H27 14.941 10.941 15.892  -0.405
H28 15.683 10.152 17.341  -0.172
C21 17.365 15.167 19.095  -0.838
C22 16.061 14.589 19.640  -0.348
C23 14.814 15.423 19.350  1.098
C24 14.661 16.646 20.096  -0.050
N5 14.655 17.571 20.773  -0.674
H29 18.261 14.547 19.212  0.408
H30 17.531 16.140 19.519  0.526
H31 17.299 15.227 18.003  -0.185
H32 16.193 14.440 20.710  0.596
H33 15.892 13.594 19.275  -0.007
H34 13.940 14.797 19.588  0.458
H35 14.728 15.601 18.277  -1.035
C25 8.837 15.201 16.310  -0.916
C26 9.795 14.024 16.309  -0.823
C27 11.250 14.485 15.964  1.449
C28 11.731 15.289 17.058  0.058
N6 12.051 15.944 17.957  -0.327
H36 7.742 14.992 16.225  0.367
H37 9.063 15.847 15.469  0.157
H38 8.966 15.842 17.174  0.179
H39 9.548 13.338 15.509  0.444
H40 9.838 13.549 17.282  0.405
H41 11.287 14.998 15.025  -0.607
H42 11.965 13.679 15.832  -0.228
C29 15.170 21.038 19.145  -0.595
C30 16.644 20.761 18.744  -0.629
C31 16.640 19.735 17.632  2.391
C32 17.978 19.291 17.221  -0.054
N7 19.055 18.988 16.972  -0.618
H43 15.096 21.745 19.984  0.427
H44 14.665 20.128 19.351  0.073
H45 14.771 21.550 18.280  -0.043
H46 17.276 20.357 19.522  0.488
H47 17.047 21.675 18.264  0.310
H48 16.083 20.181 16.792  -1.008
H49 16.045 18.828 17.936  -0.556
C33 15.830 15.423 9.010  -1.191
C34 16.917 16.049 9.885  -1.053
C35 16.436 16.345 11.268  2.594
C36 16.020 15.083 11.950  0.182
N8 15.641 14.159 12.527  -0.586
H50 16.279 15.111 8.088  0.469
H51 15.006 16.143 8.871  0.148
H52 15.408 14.527 9.478  0.340
H53 17.150 17.014 9.425  0.429
H54 17.853 15.492 9.836  0.467
H55 15.744 17.121 11.439  -1.417
H56 17.335 16.816 11.795  -0.358
C37 22.240 15.892 15.704  -1.408
C38 21.176 15.018 16.317  -0.431
C39 19.781 15.505 15.879  1.393
C40 19.777 15.933 14.437  0.192
N9 19.869 16.301 13.345  -0.639
H57 21.990 16.934 15.621  0.312
H58 22.358 15.513 14.684  0.368
H59 23.228 15.775 16.199  0.365
H60 21.174 15.148 17.439  0.329
H61 21.341 13.961 16.083  0.298
H62 19.475 16.294 16.500  -0.063
H63 18.999 14.709 16.074  -0.638
C41 15.666 20.991 8.178  -1.581
C42 15.623 19.743 9.138  -0.112
C43 14.663 19.952 10.191  1.543
C44 15.012 21.139 10.944  -0.202
N10 15.411 22.043 11.464  -0.524
H64 16.047 21.866 8.739  0.350
H65 14.771 21.291 7.663  0.368
H66 16.408 20.773 7.385  0.420
H67 16.682 19.615 9.403  0.060
H68 15.383 18.870 8.568  0.440
H69 14.726 19.187 10.944  -1.251
H70 13.617 19.997 9.834  0.449
C45 12.659 16.321 11.606  0.056
C46 12.113 15.051 10.977  -0.956
C47 10.838 14.651 11.698  0.356
C48 9.914 13.882 10.913  0.096
N11 9.216 13.357 10.175  -0.525
H71 13.084 16.209 12.593  -0.257
H72 11.958 17.088 11.664  0.716
H73 13.461 16.748 10.996  -0.303
H74 12.797 14.166 11.015  0.263
H75 11.847 15.229 9.938  0.538
H76 10.262 15.592 12.014  0.028
H77 11.035 14.139 12.638  -0.073
C49 10.130 19.942 18.319  -0.944
C50 11.121 19.302 19.300  0.404
C51 10.736 18.159 20.162  0.160
C52 9.557 18.450 21.011  0.025
N12 8.699 18.691 21.755  -0.502
H78 10.504 20.903 17.958  0.290
H79 9.146 20.097 18.833  0.427
H80 10.001 19.318 17.428  0.055
H81 11.395 20.104 20.032  0.269
H82 12.008 18.972 18.721  -0.306
H83 11.576 17.898 20.793  0.227
H84 10.521 17.281 19.557  -0.094
C53 11.607 20.798 12.200  -0.382
C54 10.541 20.818 13.224  -1.150
C55 10.946 19.977 14.442  2.417
C56 10.779 18.578 14.065  -0.198
N13 10.632 17.497 13.668  -0.377
H85 11.768 19.825 11.920  0.068
H86 12.534 21.169 12.630  -0.053
H87 11.487 21.445 11.319  0.391
H88 9.574 20.495 12.869  0.456
H89 10.442 21.843 13.600  0.425
H90 10.284 20.242 15.252  0.085
H91 11.972 20.031 14.779  -1.474
C57 18.418 11.514 18.234  -0.069
C58 18.504 11.691 19.703  -0.359
C59 17.580 10.700 20.424  -0.330
C60 17.925 9.322 20.194  0.064
N14 18.164 8.214 20.098  -0.503
H92 17.390 11.630 17.868  -0.228
H93 18.742 10.483 17.955  0.502
H94 19.015 12.282 17.679  -0.047
H95 18.221 12.732 19.925  -0.199
H96 19.450 11.526 20.168  0.489
H97 16.522 10.836 20.181  0.120
H98 17.529 10.940 21.498  0.535

---

no.,HOMO-LUMO gap (eV),highest occupied orbital energy (eV)
1,10.82,-10.132
2,8.81,-8.275
3,10.62,-8.685